DFT (the ωB97M-V functional and the def2-TZVPD basis) results for a cluster of 2 separate species, C4H8BrN in total in a non-equilibrium geometry.

Summary:
HOMO energy, Eh: -0.3449
Gap between HOMO and LUMO, eV: 10.00
Spin multiplicity: 1
Largest force on an atom, eV/A: 3.5
SMILES string: [H]/N=C/C(=C)C.Br
Net charge: 0

```
14
C4H8BrN the ωB97M-V functional and the def2-TZVPD basis
C 0.110 -0.915 -0.764
C 1.049 -0.078 1.313
C 0.537 1.462 -0.481
C 0.560 0.225 0.003
N -0.124 -1.998 -0.172
Br -3.305 -0.350 -0.185
H 0.162 -0.915 -1.858
H 0.946 0.745 2.007
H 2.107 -0.428 1.416
H 0.384 -0.914 1.682
H 1.079 2.301 -0.123
H -0.041 1.643 -1.421
H -4.699 -0.462 -0.645
H -0.326 -2.743 -0.832
```

***

DFT (the ωB97M-V functional and the def2-TZVPD basis) results for a structure of composition C30H32N8O2RuS2Se in a non-equilibrium geometry.

Summary:
Expectation value of S²: 8.77
HOMO energy (spin up / spin down), Eh: -0.3707 / -0.3997
Gap between HOMO and LUMO (spin up / spin down), eV: 7.00 / 6.71
Spin multiplicity: 6
Largest force on an atom, eV/A: 3.7
Net charge: +1

```
76
C30H32N8O2RuS2Se the ωB97M-V functional and the def2-TZVPD basis
Ru -0.952 1.512 0.567
C -3.477 5.681 -3.142
C -2.912 6.327 -1.862
N -2.959 5.413 -0.725
C -2.112 4.373 -0.562
S -2.578 3.380 0.850
N -1.143 4.177 -1.409
N -0.453 3.000 -1.147
C 0.492 2.725 -2.007
C 0.895 3.626 -3.036
C 1.231 1.473 -1.667
C 2.288 0.986 -2.457
C 2.869 -0.185 -2.116
C 2.428 -0.898 -1.053
C 1.355 -0.424 -0.386
N 0.870 0.772 -0.592
H -3.453 6.403 -3.992
H -4.501 5.545 -3.040
H -2.848 4.791 -3.392
H -3.447 7.219 -1.546
H -1.876 6.609 -1.963
H -3.588 5.561 0.037
H 0.537 4.613 -2.727
H 0.565 3.469 -4.019
H 2.009 3.546 -3.080
H 2.561 1.713 -3.216
H 3.657 -0.616 -2.723
H 2.851 -1.869 -0.794
H 0.703 -0.935 0.311
C 0.130 -6.954 1.589
C -0.407 -5.574 1.616
C -0.317 -4.777 0.482
C -0.842 -3.503 0.470
C -1.336 -2.978 1.641
C -1.462 -3.751 2.809
C -1.068 -5.057 2.762
S -2.092 -1.387 1.766
O -1.372 -0.716 2.805
O -3.507 -1.613 1.835
N -1.720 -0.545 0.430
C -2.347 -0.704 -0.776
C -3.158 -1.699 -1.289
C -3.797 -1.519 -2.513
C -3.484 -0.456 -3.359
C -2.605 0.531 -2.809
N -2.152 0.422 -1.561
H -0.619 -7.741 1.710
H 0.962 -7.061 2.387
H 0.583 -7.042 0.579
H 0.167 -5.353 -0.313
H -0.753 -2.892 -0.402
H -1.902 -3.346 3.717
H -1.207 -5.772 3.514
H -3.530 -2.545 -0.694
H -4.517 -2.290 -2.846
H -3.903 -0.357 -4.351
H -2.164 1.409 -3.319
C 3.744 2.220 1.624
N 2.952 1.123 2.138
C 1.602 1.163 2.468
Se 0.359 2.613 2.387
N 1.232 -0.057 2.781
C 2.248 -0.954 2.696
C 2.290 -2.309 2.818
C 3.556 -2.898 2.785
C 4.728 -2.132 2.580
C 4.661 -0.815 2.300
C 3.418 -0.178 2.340
H 3.160 3.158 1.538
H 4.071 1.915 0.587
H 4.680 2.202 2.269
H 0.246 -0.263 2.976
H 1.389 -2.805 3.035
H 3.751 -3.972 3.045
H 5.769 -2.501 2.608
H 5.553 -0.225 2.032
```

***

DFT (the ωB97M-V functional and the def2-TZVPD basis) results for a structure of composition C37H37Br4N4O5SV.

Summary:
Expectation value of S²: 0.77
HOMO energy (spin up / spin down), Eh: -0.1600 / -0.1606
Gap between HOMO and LUMO (spin up / spin down), eV: 5.52 / 5.98
Spin multiplicity: 2
Largest force on an atom, eV/A: 0.9
Net charge: -1

```
89
C37H37Br4N4O5SV the ωB97M-V functional and the def2-TZVPD basis
V -0.250 -0.170 -0.146
C -4.275 0.562 0.283
C -3.810 0.849 1.710
C -2.295 0.735 1.964
N -1.495 1.147 0.814
C -1.492 2.399 0.444
C -2.059 3.434 1.235
C -2.371 4.735 0.931
C -2.210 5.442 -0.262
C -1.521 4.992 -1.367
C -0.823 3.806 -1.565
C -0.691 2.660 -0.766
N 0.113 1.647 -1.066
C 1.356 1.922 -1.778
C 1.700 0.965 -2.907
C 1.726 -0.457 -2.366
N 0.397 -0.828 -1.931
C -0.481 -1.302 -2.792
C -0.187 -1.491 -4.159
C -0.918 -2.082 -5.171
C -2.150 -2.713 -5.132
C -2.951 -2.849 -4.011
C -2.794 -2.354 -2.730
C -1.777 -1.569 -2.158
N -1.847 -1.078 -0.927
C -2.890 -1.593 -0.039
C -4.250 -0.907 -0.124
H -3.681 1.146 -0.425
H -5.304 0.921 0.179
H -4.316 0.170 2.404
H -4.138 1.856 1.974
H -2.004 -0.279 2.219
H -1.998 1.318 2.835
H -2.263 3.131 2.253
H -2.823 5.291 1.746
H -2.627 6.440 -0.305
H -1.487 5.675 -2.211
H -0.328 3.732 -2.526
H 2.150 1.821 -1.030
H 1.378 2.953 -2.138
H 2.690 1.235 -3.286
H 0.989 1.049 -3.734
H 2.384 -0.489 -1.492
H 2.121 -1.180 -3.087
H 0.779 -1.124 -4.473
H -0.428 -2.072 -6.140
H -2.510 -3.152 -6.053
H -3.863 -3.419 -4.158
H -3.605 -2.602 -2.063
H -2.512 -1.529 0.978
H -2.995 -2.667 -0.224
H -4.928 -1.471 0.526
H -4.647 -0.994 -1.140
Br -0.714 -4.704 5.062
C -0.579 -4.332 3.213
C -0.757 -5.329 2.254
Br -1.173 -7.094 2.809
C -0.627 -5.049 0.905
Br -0.856 -6.365 -0.432
C -0.310 -3.744 0.404
O -0.143 -3.476 -0.806
C -0.199 -2.735 1.428
O 0.055 -1.470 1.014
C -0.294 -3.035 2.775
Br -0.015 -1.614 3.978
C 4.897 -2.021 -0.599
S 4.023 -1.193 0.747
C 3.141 -2.646 1.311
O 5.063 -0.886 1.770
H 5.596 -2.731 -0.158
H 5.439 -1.261 -1.157
H 4.188 -2.530 -1.250
H 3.849 -3.452 1.504
H 2.398 -2.932 0.565
H 2.634 -2.356 2.229
O 0.533 1.511 3.021
C 1.399 1.462 2.148
O 1.385 0.777 1.070
C 2.638 2.308 2.381
C 3.211 3.076 1.377
C 4.316 3.874 1.640
C 4.876 3.889 2.909
C 4.311 3.119 3.917
C 3.190 2.348 3.657
H 2.775 3.069 0.393
H 4.742 4.482 0.851
H 5.749 4.497 3.112
H 4.746 3.122 4.908
H 2.724 1.762 4.438
```

***

DFT (the ωB97M-V functional and the def2-TZVPD basis) results for a structure of composition C22H38Br6ClCs2FKNO7 in a non-equilibrium geometry.

Summary:
HOMO energy, Eh: -0.2080
Gap between HOMO and LUMO, eV: 2.98
Spin multiplicity: 1
Largest force on an atom, eV/A: 3.8
Net charge: 0

```
79
C22H38Br6ClCs2FKNO7 the ωB97M-V functional and the def2-TZVPD basis
C -0.019 2.090 5.173
O -1.141 2.396 4.353
C -0.759 2.218 2.975
C -1.900 2.439 2.019
C -3.064 1.427 2.068
C -2.744 0.081 2.740
C -4.067 -0.545 3.075
C -4.071 -1.449 4.305
O -5.046 -1.852 4.854
Br -2.301 -1.961 5.125
C -2.082 -0.956 1.771
C -1.202 -0.361 0.719
O -1.530 0.280 -0.223
O 0.169 -0.599 0.932
C 0.589 -1.830 0.511
C 1.859 -2.286 1.149
O -0.051 -2.458 -0.271
H 0.888 2.610 4.843
H 0.164 1.007 5.180
H -0.241 2.423 6.187
H 0.029 2.958 2.766
H -0.339 1.213 2.846
H -2.275 3.472 2.110
H -1.450 2.385 1.020
H -3.900 1.890 2.616
H -3.409 1.295 1.026
H -4.463 -1.212 2.280
H -4.847 0.202 3.246
H -1.432 -1.611 2.364
H -2.796 -1.618 1.254
H 2.467 -2.783 0.389
H 1.581 -3.025 1.911
H 2.417 -1.472 1.609
C 1.923 1.703 -4.233
C 1.124 0.397 -4.146
C 0.674 0.062 -2.706
C 1.844 -0.118 -1.857
N 2.764 -0.262 -1.184
H 2.848 1.628 -3.664
H 2.186 1.925 -5.265
H 1.365 2.563 -3.846
H 1.717 -0.425 -4.550
H 0.246 0.492 -4.776
H 0.089 -0.861 -2.687
H 0.057 0.865 -2.287
Cs -1.359 1.738 -4.547
C 3.693 1.298 3.435
Br 3.237 -0.034 4.726
Br 2.758 1.003 1.788
Br 3.257 3.005 4.220
H 4.751 1.302 3.211
F 1.607 4.746 -4.990
Cs -3.662 0.277 6.233
C 0.401 -2.111 -10.713
C 1.030 -0.998 -9.874
C -0.140 -0.035 -9.722
O -1.325 -0.834 -9.723
C -1.012 -2.164 -10.144
H 0.920 -3.065 -10.639
H 0.375 -1.817 -11.764
H 1.331 -1.390 -8.900
H 1.899 -0.534 -10.336
H -0.187 0.667 -10.560
H -0.110 0.541 -8.796
H -1.061 -2.829 -9.274
H -1.756 -2.491 -10.870
K -2.324 4.130 5.250
Br 0.489 -1.127 7.124
C 1.652 -2.660 6.765
C 1.489 -3.703 7.836
Br 2.369 -3.091 9.488
H 2.669 -2.274 6.736
H 1.367 -3.019 5.777
H 1.971 -4.629 7.522
H 0.444 -3.897 8.065
O -0.272 4.721 -0.462
H -0.325 3.766 -0.345
H 0.589 4.949 -0.093
Cl 3.365 -1.781 11.858
```

***

DFT (the ωB97M-V functional and the def2-TZVPD basis) results for a structure of composition C31H39IrN5O2S2Si.

Summary:
Expectation value of S²: 0.78
HOMO energy (spin up / spin down), Eh: -0.2124 / -0.2735
Gap between HOMO and LUMO (spin up / spin down), eV: 6.22 / 7.15
Spin multiplicity: 2
Largest force on an atom, eV/A: 0.9
Net charge: 0

```
81
C31H39IrN5O2S2Si the ωB97M-V functional and the def2-TZVPD basis
Ir 1.256 0.873 0.713
C 6.007 -1.419 -0.016
S 5.961 0.143 0.880
C 4.235 0.474 0.989
S 3.088 -0.474 0.081
N 3.959 1.484 1.754
N 2.631 1.798 1.822
C 2.246 2.837 2.562
C 0.865 3.020 2.670
C 0.236 4.010 3.472
C -1.117 4.015 3.615
C -1.893 3.024 2.963
C -1.247 2.116 2.169
N 0.085 2.101 1.983
H 7.063 -1.630 -0.172
H 5.511 -1.335 -0.980
H 5.558 -2.222 0.564
H 2.983 3.444 3.068
H 0.858 4.739 3.974
H -1.598 4.765 4.230
H -2.967 2.983 3.070
H -1.798 1.358 1.630
C 0.876 0.331 4.419
C 0.688 -0.766 3.434
N 0.877 -0.737 2.127
C 0.628 -2.010 1.652
C 0.280 -2.813 2.681
N 0.320 -2.012 3.802
H 1.656 1.005 4.079
H 1.171 -0.081 5.384
H -0.040 0.909 4.553
H 0.724 -2.234 0.605
H 0.001 -3.850 2.717
H 0.124 -2.295 4.745
C -0.123 3.922 -0.319
O 1.185 3.482 -0.725
C 1.655 2.270 -0.624
C 2.779 2.170 -1.612
H 0.007 4.724 0.404
H -0.694 3.111 0.102
H -0.599 4.296 -1.222
H 2.582 2.801 -2.477
H 2.974 1.147 -1.910
H 3.669 2.555 -1.102
C -3.328 -0.057 -3.099
C -2.172 0.486 -2.260
C -1.269 1.364 -3.131
C -2.748 1.325 -1.117
Si -1.088 -0.870 -1.476
O 0.107 -0.236 -0.624
C -0.305 -1.923 -2.827
C 1.088 -2.017 -2.876
C 1.730 -2.762 -3.857
C 0.988 -3.430 -4.819
C -0.397 -3.351 -4.793
C -1.032 -2.607 -3.808
C -2.203 -1.979 -0.415
C -2.585 -1.540 0.856
C -3.374 -2.312 1.695
C -3.796 -3.569 1.281
C -3.425 -4.035 0.029
C -2.640 -3.247 -0.805
H -3.986 0.762 -3.413
H -3.936 -0.772 -2.537
H -2.973 -0.548 -4.008
H -1.833 2.205 -3.553
H -0.839 0.798 -3.960
H -0.437 1.775 -2.550
H -3.211 2.242 -1.502
H -1.966 1.607 -0.412
H -3.514 0.774 -0.566
H 1.675 -1.489 -2.134
H 2.812 -2.819 -3.869
H 1.485 -4.009 -5.587
H -0.984 -3.870 -5.541
H -2.115 -2.566 -3.809
H -2.236 -0.576 1.203
H -3.653 -1.940 2.674
H -4.407 -4.181 1.932
H -3.744 -5.016 -0.300
H -2.353 -3.640 -1.773
```

***

DFT (the ωB97M-V functional and the def2-TZVPD basis) results for a cluster of 3 separate species, C21H39BrN5O4 in total in a non-equilibrium geometry.

Summary:
Expectation value of S²: 2.01
HOMO energy (spin up / spin down), Eh: -0.3603 / -0.3967
Gap between HOMO and LUMO (spin up / spin down), eV: 5.29 / 6.28
Spin multiplicity: 3
Largest force on an atom, eV/A: 1.9
Net charge: +1

```
70
C21H39BrN5O4 the ωB97M-V functional and the def2-TZVPD basis
O -8.550 0.810 6.360
N -8.469 0.156 5.453
O -8.976 0.967 4.140
C -7.995 1.650 3.599
C -7.686 2.966 3.735
N -6.555 3.178 2.979
C -6.175 2.055 2.396
N -7.036 1.106 2.752
Br -6.924 -0.644 2.239
H -8.198 3.701 4.329
H -6.074 4.061 2.899
H -5.304 1.911 1.768
C -1.543 -1.583 1.975
C -2.588 -0.504 1.624
C -3.292 -0.872 0.315
C -2.423 -0.665 -0.924
C -1.853 0.754 -0.958
C -1.118 1.145 0.325
N -1.972 0.856 1.519
O -2.870 1.771 1.677
C 0.222 0.401 0.406
C -0.770 2.626 0.288
C -3.585 -0.483 2.768
H -1.123 -2.071 1.099
H -0.726 -1.163 2.561
H -2.003 -2.365 2.577
H -4.199 -0.264 0.208
H -3.619 -1.913 0.378
H -1.618 -1.403 -0.957
H -3.024 -0.834 -1.818
H -1.168 0.862 -1.799
H -2.674 1.458 -1.130
H 0.706 0.575 1.368
H 0.894 0.764 -0.370
H 0.140 -0.672 0.256
H -1.645 3.251 0.124
H -0.073 2.802 -0.530
H -0.293 2.939 1.218
H -3.111 -0.189 3.705
H -4.020 -1.474 2.902
H -4.392 0.210 2.562
C 5.739 0.096 -3.894
C 5.373 0.316 -2.410
C 6.440 -0.305 -1.507
C 6.396 -1.832 -1.462
C 4.993 -2.326 -1.113
C 3.907 -1.751 -2.023
N 4.023 -0.260 -2.102
O 3.521 0.288 -1.050
C 4.000 -2.391 -3.417
C 2.532 -2.123 -1.485
C 5.338 1.823 -2.196
H 6.310 -0.814 -4.065
H 4.848 0.067 -4.520
H 6.355 0.920 -4.249
H 6.314 0.079 -0.490
H 7.422 0.032 -1.848
H 6.726 -2.256 -2.414
H 7.102 -2.190 -0.711
H 4.956 -3.416 -1.167
H 4.772 -2.055 -0.076
H 3.310 -1.908 -4.110
H 3.724 -3.443 -3.347
H 4.995 -2.359 -3.849
H 2.399 -1.804 -0.453
H 2.419 -3.206 -1.521
H 1.742 -1.673 -2.090
H 4.563 2.289 -2.806
H 6.302 2.240 -2.485
H 5.161 2.085 -1.156
```

***

DFT (the ωB97M-V functional and the def2-TZVPD basis) results for a structure of composition C27H28BiN4O6S6.

Summary:
HOMO energy, Eh: -0.1606
Gap between HOMO and LUMO, eV: 5.81
Spin multiplicity: 1
Largest force on an atom, eV/A: 0.5
Net charge: -1

```
72
C27H28BiN4O6S6 the ωB97M-V functional and the def2-TZVPD basis
Bi -0.902 1.431 -2.054
C 2.637 3.165 5.851
C 2.194 2.832 4.450
C 3.063 2.709 3.419
C 2.650 2.294 2.112
C 3.638 2.183 1.140
N 3.657 1.405 0.066
C 2.771 0.286 -0.201
C 3.365 -0.633 -1.257
C 2.392 -1.759 -1.570
N 2.401 -2.762 -0.505
C 1.415 -3.549 -0.112
C 0.035 -3.428 -0.207
C -0.692 -4.649 -0.048
C -2.039 -4.716 -0.177
C -2.806 -6.007 -0.042
C -2.730 -3.496 -0.408
C -2.133 -2.269 -0.489
C -3.060 -1.130 -0.547
N -2.870 0.100 -0.795
C -3.974 0.999 -0.500
C -3.580 1.960 0.625
C -3.123 1.259 1.915
N -1.678 1.277 1.995
C -1.136 2.056 2.822
C 0.321 2.242 2.966
C 0.809 2.597 4.183
C 1.218 2.148 1.802
O 0.796 2.075 0.649
C -0.681 -2.153 -0.339
O -0.096 -1.071 -0.255
H 3.655 3.556 5.859
H 2.611 2.276 6.488
H 1.978 3.910 6.305
H 4.124 2.878 3.588
H 4.556 2.749 1.289
H 4.330 1.617 -0.654
H 1.791 0.636 -0.513
H 2.606 -0.245 0.741
H 4.331 -1.047 -0.933
H 3.530 -0.065 -2.174
H 2.658 -2.257 -2.504
H 1.390 -1.354 -1.667
H 3.324 -3.042 -0.212
H 1.768 -4.463 0.362
H -0.130 -5.559 0.149
H -2.126 -6.848 0.086
H -3.416 -6.190 -0.929
H -3.478 -5.976 0.819
H -3.812 -3.541 -0.503
H -4.080 -1.425 -0.260
H -4.867 0.430 -0.205
H -4.213 1.593 -1.381
H -4.438 2.601 0.824
H -2.782 2.610 0.272
H -3.439 0.211 1.907
H -3.586 1.747 2.786
H -1.744 2.660 3.518
H 0.101 2.730 4.999
O 2.893 -2.271 -6.869
C 2.224 -1.612 -6.109
S 0.674 -2.137 -5.443
C 0.338 -0.707 -4.474
C 1.260 0.273 -4.504
S 1.269 1.761 -3.593
S 2.661 0.000 -5.538
S -1.134 -0.753 -3.537
O -2.410 5.343 -3.175
S -2.566 4.140 -2.397
O -3.832 4.029 -1.696
O -1.408 3.853 -1.506
S -2.476 2.488 -3.702
```

***

DFT (the ωB97M-V functional and the def2-TZVPD basis) results for a structure of composition CHF3NO4S2Tm in a non-equilibrium geometry.

Summary:
Expectation value of S²: 2.00
HOMO energy (spin up / spin down), Eh: -0.3236 / -0.3237
Gap between HOMO and LUMO (spin up / spin down), eV: 7.10 / 7.15
Spin multiplicity: 3
Largest force on an atom, eV/A: 2.4
Net charge: 0

```
13
CHF3NO4S2Tm the ωB97M-V functional and the def2-TZVPD basis
N -0.696 1.756 0.188
S 0.985 2.060 0.319
O 1.670 0.773 1.130
S -1.163 0.515 -0.638
O -0.062 -0.417 -1.089
O -2.188 0.750 -1.659
C -2.068 -0.519 0.622
F -1.277 -0.787 1.649
F -3.129 0.147 1.057
F -2.470 -1.661 0.080
Tm 2.186 -0.388 -0.551
O 3.820 -1.705 -0.798
H 4.498 -1.718 -1.472
```

***

| no. | calculated total energy (a.u.) |
| --- | --- |
| 1 | -2785.922818 |
| 2 | -5043.351258 |
| 3 | -13665.701807 |
| 4 | -18086.558639 |
| 5 | -2819.212710 |
| 6 | -3971.840189 |
| 7 | -4319.993966 |
| 8 | -2575.625933 |